110
Properties=species:S:1:pos:R:3 method="wB97M-V/def2-TZVPD" molar_mass_g_mol=606.840 energy_ev=-56546.6370 relative_energy_kcal_mol=0.0 smiles=COC[C@H](C)N.COC[C@H](C)N.COC[C@H](C)N.COC[C@H](C)N.OCCO.OCCO.OCCO.CO.CO orbital_gap_ev=8.79 homo_ev=-8.6
C 0.232 -4.238 -2.551
O -1.202 -4.499 -2.545
C -1.731 -3.746 -1.512
C -3.202 -4.175 -1.216
C -3.790 -3.190 -0.221
N -3.317 -5.519 -0.584
H 0.767 -4.314 -1.605
H 0.383 -3.246 -2.975
H 0.726 -4.984 -3.173
H -1.189 -3.868 -0.574
H -1.707 -2.721 -1.883
H -3.639 -3.992 -2.198
H -4.841 -3.310 0.043
H -3.653 -2.161 -0.554
H -3.247 -3.251 0.722
H -3.787 -5.363 0.297
H -2.380 -5.777 -0.312
C -4.916 5.270 2.304
O -4.362 4.531 1.230
C -4.803 3.225 1.198
C -3.985 2.332 2.187
C -2.505 2.509 2.114
N -4.274 0.962 1.825
H -5.959 5.486 2.072
H -4.423 6.241 2.351
H -4.822 4.794 3.280
H -5.890 3.232 1.283
H -4.648 2.892 0.172
H -4.338 2.475 3.208
H -2.353 3.569 2.318
H -2.139 2.299 1.109
H -2.100 1.842 2.875
H -5.268 0.843 1.691
H -3.999 0.847 0.859
C 1.083 -1.674 2.593
O 0.183 -1.447 3.629
C -1.185 -1.136 3.173
C -2.034 -0.988 4.460
C -1.930 -2.007 5.589
N -3.483 -0.949 4.062
H 0.922 -2.706 2.282
H 2.089 -1.651 3.013
H 0.991 -0.976 1.762
H -1.188 -0.139 2.732
H -1.517 -1.816 2.389
H -1.805 -0.048 4.963
H -1.931 -3.039 5.238
H -2.610 -1.862 6.428
H -0.957 -1.922 6.071
H -3.758 -0.227 3.412
H -4.050 -0.762 4.877
C 9.117 -0.091 -0.941
O 7.868 0.508 -1.136
C 6.825 0.101 -0.218
C 5.480 0.630 -0.622
C 5.432 2.090 -0.715
N 4.472 0.311 0.402
H 9.569 -0.072 0.051
H 9.814 0.499 -1.536
H 9.125 -1.127 -1.280
H 6.760 -0.986 -0.179
H 7.113 0.373 0.797
H 5.084 0.371 -1.603
H 4.389 2.400 -0.657
H 5.842 2.379 -1.682
H 5.941 2.553 0.131
H 4.407 -0.697 0.403
H 3.641 0.537 -0.125
O 1.609 0.888 -0.372
C 0.203 1.050 -0.117
C -0.588 -0.179 -0.606
O -0.680 -0.269 -2.039
H 1.798 1.187 -1.265
H -0.074 1.390 0.881
H -0.107 1.937 -0.669
H -1.592 -0.180 -0.181
H -0.058 -1.115 -0.427
H 0.170 -0.119 -2.459
O 2.534 2.433 -2.515
C 1.445 2.438 -3.374
C 1.450 1.260 -4.319
O 1.444 -0.014 -3.632
H 2.450 3.240 -2.003
H 0.501 2.355 -2.835
H 1.443 3.372 -3.937
H 2.408 1.314 -4.836
H 0.706 1.213 -5.115
H 1.402 -0.684 -4.317
O 3.488 -3.124 -2.686
C 3.066 -2.181 -1.725
C 2.831 -2.891 -0.345
O 3.627 -2.330 0.617
H 4.416 -3.316 -2.529
H 3.846 -1.420 -1.747
H 2.139 -1.680 -2.004
H 3.081 -3.948 -0.431
H 1.760 -2.877 -0.140
H 3.980 -3.109 1.053
C -0.801 5.041 -0.109
O -0.333 4.545 -1.395
H -0.497 4.430 0.741
H -0.468 6.075 -0.017
H -1.886 5.089 -0.018
H -1.013 4.618 -2.068
C -4.816 0.820 -2.099
O -3.862 0.448 -1.156
H -5.630 0.096 -2.070
H -5.240 1.811 -1.935
H -4.345 0.827 -3.082
H -3.147 0.135 -1.716